[1]
ORCA calculation (ωB97M-V/def2-TZVPD) on a structure of composition C30H24AsN4O8S2Ti.

The calculation puts the largest force on an atom at 4.1 eV Å⁻¹. The lowest unoccupied orbital energy (alpha / beta) comes out at 0.9 / 1.2 eV. Its net charge is -1. The HOMO energy (alpha / beta) comes out at -3.70 / -5.98 eV. The spin multiplicity is 3. For the HOMO-LUMO gap (alpha / beta), the calculation gives 4.60 / 7.15 eV.

Positions of all 70 atoms, in Å:
Ti  -0.140  0.514  1.699
O  2.174  -0.179  7.066
C  1.791  -0.110  5.922
C  2.168  0.991  4.919
O  2.975  1.888  5.122
C  1.338  0.725  3.770
C  0.512  -0.397  4.000
O  -0.348  -0.712  3.053
C  0.817  -1.059  5.237
O  0.430  -2.151  5.646
O  1.237  1.305  2.590
C  -1.106  -3.458  1.953
As  -0.902  -1.869  0.796
C  -1.476  -2.768  -0.895
C  1.095  -1.931  0.638
C  1.505  -2.613  -0.620
C  1.576  -1.920  -1.824
C  1.880  -2.580  -3.001
C  2.105  -3.946  -2.993
C  2.017  -4.647  -1.804
C  1.724  -3.986  -0.625
H  -0.590  -4.322  1.522
H  -2.166  -3.705  2.071
H  -0.687  -3.232  2.937
H  -0.983  -3.726  -1.056
H  -1.293  -2.123  -1.756
H  -2.556  -2.940  -0.830
H  1.462  -2.478  1.516
H  1.498  -0.902  0.685
H  1.402  -0.850  -1.843
H  1.944  -2.024  -3.924
H  2.349  -4.462  -3.909
H  2.175  -5.715  -1.789
H  1.673  -4.534  0.306
O  3.670  1.441  -4.397
S  4.515  2.400  -5.106
O  5.176  1.821  -6.263
O  3.159  3.593  -5.983
C  1.973  3.218  -5.733
N  1.094  3.084  -6.753
C  -0.040  2.479  -6.489
C  -0.381  1.999  -5.234
C  0.511  2.320  -4.203
N  1.638  2.964  -4.456
C  0.290  1.948  -2.813
C  -0.888  1.336  -2.356
C  -1.001  0.962  -1.041
N  0.000  1.109  -0.141
C  1.145  1.698  -0.577
C  1.314  2.135  -1.864
H  -0.704  2.339  -7.336
H  -1.279  1.425  -5.076
H  -1.711  1.159  -3.032
H  -1.931  0.528  -0.651
H  1.938  1.785  0.167
H  2.229  2.588  -2.207
S  -2.481  4.171  2.670
C  -1.332  3.131  1.893
N  -1.526  1.827  2.085
C  -2.629  1.591  2.867
C  -3.137  0.342  3.240
C  -4.240  0.295  4.070
C  -4.868  1.457  4.506
C  -4.405  2.704  4.118
C  -3.288  2.758  3.303
H  -0.522  3.543  1.314
H  -2.658  -0.572  2.900
H  -4.613  -0.665  4.395
H  -5.727  1.389  5.156
H  -4.888  3.612  4.444


[2]
ORCA calculation (ωB97M-V/def2-TZVPD) on a structure of composition C30H24BBiF4NP2STe.

The calculation puts the largest force on an atom at 0.5 eV Å⁻¹. The lowest unoccupied orbital energy comes out at 2.1 eV. Its net charge is -1. The HOMO energy comes out at -4.75 eV. For the HOMO-LUMO gap, the calculation gives 6.80 eV.

Positions of all 65 atoms, in Å:
Bi  2.157  1.768  -1.854
Te  -0.293  1.888  1.634
C  -1.985  1.209  2.701
C  -2.259  -0.147  2.851
C  -3.386  -0.532  3.557
N  -4.241  0.319  4.124
C  -3.966  1.612  3.979
C  -2.873  2.106  3.281
C  -0.114  0.222  0.347
P  -0.473  0.743  -1.330
C  -2.044  1.644  -1.398
C  -3.108  1.284  -0.572
C  -4.315  1.956  -0.663
C  -4.471  2.985  -1.582
C  -3.416  3.346  -2.407
C  -2.202  2.679  -2.311
C  -0.872  -0.718  -2.344
C  -0.392  -0.809  -3.644
C  -0.743  -1.896  -4.437
C  -1.572  -2.885  -3.936
C  -2.057  -2.795  -2.635
C  -1.705  -1.718  -1.843
P  1.617  -0.167  0.092
C  1.775  -1.859  -0.533
C  2.863  -2.157  -1.352
C  3.050  -3.454  -1.808
C  2.156  -4.452  -1.445
C  1.073  -4.157  -0.629
C  0.879  -2.862  -0.179
C  2.642  -0.182  1.583
C  3.504  0.876  1.851
C  4.296  0.852  2.990
C  4.226  -0.224  3.861
C  3.368  -1.284  3.596
C  2.581  -1.267  2.457
H  -1.611  -0.889  2.398
H  -3.612  -1.588  3.675
H  -4.665  2.306  4.436
H  -2.745  3.178  3.190
H  -2.978  0.492  0.154
H  -5.132  1.682  -0.008
H  -5.414  3.512  -1.651
H  -3.531  4.155  -3.117
H  -1.372  2.974  -2.942
H  0.290  -0.060  -4.027
H  -0.350  -1.971  -5.443
H  -1.837  -3.734  -4.554
H  -2.701  -3.571  -2.241
H  -2.064  -1.645  -0.823
H  3.545  -1.373  -1.653
H  3.886  -3.678  -2.457
H  2.301  -5.462  -1.807
H  0.376  -4.939  -0.354
H  0.030  -2.609  0.445
H  3.555  1.734  1.201
H  4.958  1.685  3.184
H  4.844  -0.241  4.751
H  3.317  -2.126  4.274
H  1.924  -2.101  2.243
S  2.977  0.632  -3.725
F  2.269  3.348  0.677
B  3.271  4.372  0.573
F  4.503  3.763  0.881
F  2.990  5.397  1.466
F  3.275  4.830  -0.749


[3]
ORCA calculation (ωB97M-V/def2-TZVPD) on a structure of composition C30H24Cl60N2O4S.

The calculation puts the largest force on an atom at 7.0 eV Å⁻¹. The lowest unoccupied orbital energy comes out at -0.4 eV. Its net charge is 0. The HOMO energy comes out at -10.22 eV. For the HOMO-LUMO gap, the calculation gives 9.84 eV.

Positions of all 121 atoms, in Å:
C  0.790  -3.315  3.808
C  -0.786  -3.092  3.471
O  -1.528  -2.522  4.338
O  -1.409  -3.522  2.249
C  -0.597  -3.182  1.083
C  -1.602  -2.615  -0.061
C  -1.580  -0.981  -0.149
C  -0.502  -0.612  -1.286
C  -0.590  0.892  -1.850
C  -0.724  2.033  -0.719
C  0.632  2.949  -0.718
C  1.839  2.000  -0.200
C  3.085  1.894  -1.240
C  3.888  3.300  -1.082
N  4.613  4.226  -0.770
C  4.137  0.681  -0.861
C  3.922  0.091  0.620
N  3.835  -0.393  1.731
S  4.250  -0.636  -2.175
C  2.628  -1.375  -2.660
O  5.075  -1.774  -1.579
O  4.980  -0.062  -3.389
H  1.304  -2.291  3.696
H  0.827  -3.646  4.910
H  1.230  -4.091  3.093
H  -0.098  -4.158  0.688
H  0.228  -2.411  1.279
H  -2.658  -3.015  0.167
H  -1.245  -3.105  -1.053
H  -1.225  -0.531  0.857
H  -2.644  -0.648  -0.430
H  0.530  -0.920  -0.893
H  -0.726  -1.314  -2.185
H  -1.453  0.956  -2.599
H  0.418  1.092  -2.398
H  -1.001  1.652  0.324
H  -1.564  2.754  -1.066
H  0.447  3.782  0.053
H  0.827  3.450  -1.727
H  1.372  0.988  0.063
H  2.270  2.476  0.760
H  2.710  1.820  -2.326
H  5.179  1.196  -0.843
H  2.735  -1.955  -3.660
H  1.795  -0.609  -2.825
H  2.299  -2.177  -1.887
C  3.537  2.591  4.489
Cl  4.753  1.480  5.156
Cl  1.980  1.745  4.333
Cl  3.348  3.985  5.575
Cl  4.065  3.148  2.889
C  5.697  3.458  -4.952
Cl  6.077  5.134  -5.402
Cl  5.200  3.403  -3.244
Cl  4.375  2.862  -5.984
Cl  7.135  2.440  -5.182
C  2.555  -6.368  0.477
Cl  1.596  -7.023  1.819
Cl  3.924  -5.437  1.121
Cl  3.164  -7.703  -0.524
Cl  1.528  -5.302  -0.511
C  0.167  1.533  8.406
Cl  -0.368  -0.155  8.559
Cl  1.638  1.601  7.411
Cl  -1.114  2.493  7.634
Cl  0.511  2.194  10.020
C  -1.354  -5.986  6.376
Cl  -1.274  -4.269  6.810
Cl  -3.040  -6.439  6.044
Cl  -0.370  -6.265  4.928
Cl  -0.732  -6.969  7.721
C  -5.014  -5.168  2.250
Cl  -3.839  -5.468  0.950
Cl  -4.262  -5.525  3.822
Cl  -5.524  -3.466  2.208
Cl  -6.430  -6.217  2.019
C  -4.050  -4.474  9.684
Cl  -4.430  -3.534  8.223
Cl  -2.346  -4.223  10.126
Cl  -5.093  -3.938  11.020
Cl  -4.332  -6.200  9.368
C  -6.180  -0.321  6.149
Cl  -5.563  -1.877  5.550
Cl  -6.171  -0.324  7.926
Cl  -5.144  0.995  5.554
Cl  -7.841  -0.079  5.566
C  0.591  6.352  -3.198
Cl  0.971  8.024  -3.664
Cl  0.086  6.314  -1.495
Cl  -0.727  5.737  -4.221
Cl  2.033  5.335  -3.416
C  4.816  6.919  -9.327
Cl  4.603  6.594  -11.062
Cl  6.306  7.856  -9.079
Cl  3.425  7.846  -8.722
Cl  4.931  5.381  -8.445
C  8.771  -0.740  -0.161
Cl  9.717  0.674  0.354
Cl  9.853  -1.938  -0.905
Cl  7.968  -1.462  1.250
Cl  7.545  -0.236  -1.344
C  0.852  -0.049  -6.259
Cl  0.298  -0.237  -7.939
Cl  2.618  -0.246  -6.194
Cl  0.418  1.571  -5.667
Cl  0.076  -1.281  -5.240
C  -3.603  2.034  -6.424
Cl  -3.875  3.565  -7.284
Cl  -2.248  1.160  -7.176
Cl  -3.214  2.375  -4.723
Cl  -5.073  1.040  -6.506
C  -4.502  1.300  -10.602
Cl  -4.686  1.004  -12.345
Cl  -2.991  2.190  -10.310
Cl  -5.880  2.257  -10.015
Cl  -4.451  -0.255  -9.741
C  -11.504  2.253  4.975
Cl  -10.888  0.696  4.376
Cl  -11.493  2.248  6.752
Cl  -10.467  3.568  4.380
Cl  -13.165  2.496  4.393


| no. | molecular weight (g/mol) | E (Eh) |
| --- | --- | --- |
| 1 | 755.47 | -5860.26936 |
| 2 | 915.93 | -3200.49842 |
| 3 | 2635.78 | -29577.26254 |